No. 1
# C9H14O

A cluster of 2 separate species, C9H14O in total in a non-equilibrium geometry (ωB97M-V/def2-TZVPD, the Open Molecules 2025 dataset).

Structure (XYZ):
```
24
Properties=species:S:1:pos:R:3:forces:R:3
C -1.622 1.048 1.403 -0.98 0.53 0.38
C -0.263 0.821 0.816 -0.01 0.47 0.39
C 0.513 -0.249 1.255 -0.19 0.03 -0.03
C 1.752 -0.537 0.705 -0.57 0.11 0.17
C 2.239 0.295 -0.294 0.19 -0.56 0.04
O 3.431 -0.067 -0.876 0.05 0.16 -0.40
C 1.519 1.408 -0.683 -0.03 0.08 -0.58
C 0.264 1.671 -0.144 0.37 -0.31 -0.13
H -1.718 0.808 2.467 0.32 -0.44 -0.16
H -2.400 0.502 0.865 0.19 -0.17 0.14
H -1.981 2.084 1.392 0.47 0.07 -0.39
H 0.081 -0.870 2.033 0.21 -0.15 -0.04
H 2.266 -1.432 1.022 0.30 0.07 -0.10
H 3.464 0.234 -1.799 -0.06 0.02 0.53
H 1.916 2.012 -1.497 -0.06 0.10 0.20
H -0.288 2.525 -0.510 -0.12 0.05 0.07
C -3.649 -1.451 -0.652 0.11 -0.09 0.07
C -2.325 -2.126 -1.025 -0.24 0.29 -0.40
H -4.366 -1.425 -1.470 0.00 -0.18 -0.06
H -4.087 -1.979 0.194 -0.27 0.06 -0.05
H -3.509 -0.415 -0.359 0.03 0.04 0.09
H -2.491 -2.896 -1.779 0.05 -0.14 0.12
H -1.872 -2.583 -0.150 0.19 0.00 -0.01
H -1.625 -1.410 -1.464 0.04 -0.07 0.12
```
Forces are in eV/Å.

Calculated values
Molar mass, g mol⁻¹: 138.2
Structure (SMILES): Cc1ccc(O)cc1.CC
HOMO level, eV: -8.5
Relative energy (zero: lowest compared OMol25 entry of this formula, charge and spin), kcal per mole: 6.5
Gap between HOMO and LUMO, eV: 9.36
E_tot, eV: -11607.3538
LUMO, eV: 0.872

Want to see where the charge sits? The Mulliken charges in e are: -1.11 0.54 -0.44 -0.50 0.68 -0.56 -0.49 -0.51 0.37 -0.05 0.37 0.36 0.41 0.30 0.29 0.37 -0.78 -0.74 0.32 0.23 0.14 0.33 0.24 0.21

No. 2
# C21H52N6O5PS

A cluster of 4 separate species, C21H52N6O5PS in total in a non-equilibrium geometry (ωB97M-V/def2-TZVPD, the Open Molecules 2025 dataset).

Structure (XYZ):
```
86
Properties=species:S:1:pos:R:3:forces:R:3
C 1.065 -3.194 0.454 -0.21 0.48 0.18
C 0.420 -1.947 1.100 0.08 -0.40 -0.01
C -0.986 -2.271 1.650 0.55 -0.41 -0.39
N -2.101 -1.665 0.898 1.28 -0.51 -0.48
C -1.897 -0.402 0.497 -0.58 0.22 -0.04
N -2.944 0.288 0.128 -1.30 1.47 -0.09
P -2.886 1.950 -0.471 1.04 0.67 -2.56
S -1.862 2.152 -2.104 -0.11 -0.12 0.45
N -0.685 0.232 0.450 0.31 -0.75 1.58
C 0.428 -0.718 0.150 0.73 -0.54 -0.39
C 0.196 -1.198 -1.293 -0.35 0.23 0.16
C 1.761 0.035 0.372 -0.39 0.31 -0.80
C 2.468 0.543 -0.893 0.88 -0.10 0.20
C 3.884 0.903 -0.456 -1.10 -1.66 -3.19
O 4.069 1.531 0.488 0.82 2.49 4.31
O 4.931 0.425 -1.156 0.35 -0.04 -0.84
H 1.379 -3.898 1.219 -0.02 -0.04 0.11
H 1.943 -2.894 -0.108 0.21 -0.15 -0.09
H 0.376 -3.702 -0.215 0.02 -0.05 -0.19
H 1.051 -1.730 1.958 -0.08 0.34 0.18
H -1.111 -3.344 1.585 -0.27 -0.17 0.18
H -1.040 -1.999 2.698 -0.36 0.22 0.10
H -2.458 -2.265 0.163 -0.60 -0.04 0.33
H -3.865 -0.128 0.204 0.08 -0.13 0.24
H -2.425 2.807 0.548 -0.41 -0.59 0.40
H -4.219 2.286 -0.786 -0.10 -0.44 1.00
H -0.508 0.643 1.371 0.04 0.58 -0.30
H 1.070 -1.642 -1.743 0.13 -0.29 0.09
H -0.134 -0.408 -1.963 0.00 0.30 0.14
H -0.584 -1.953 -1.260 -0.06 -0.20 -0.36
H 1.554 0.915 0.977 0.15 0.00 0.27
H 2.462 -0.575 0.931 -0.05 -0.23 0.07
H 2.566 -0.195 -1.682 -0.44 -0.04 -0.12
H 2.019 1.467 -1.243 -0.26 -0.03 -0.34
H 4.779 0.498 -2.110 -0.05 -0.38 0.14
C 1.551 -7.405 -4.487 -0.05 -0.15 -0.13
C 0.670 -7.094 -3.280 0.32 0.20 -0.08
C -0.145 -5.798 -3.420 -0.23 -0.13 0.21
O 0.598 -4.600 -3.247 -0.09 -0.04 -0.19
C 1.346 -4.211 -4.390 0.14 0.20 0.26
N 1.504 -7.089 -2.073 -0.26 0.20 0.09
H 2.462 -6.808 -4.502 -0.03 0.05 0.05
H 1.859 -8.450 -4.465 0.01 0.02 0.06
H 1.014 -7.237 -5.423 0.01 0.01 0.01
H -0.051 -7.912 -3.187 -0.07 0.07 0.05
H -0.896 -5.789 -2.624 0.05 0.04 0.03
H -0.695 -5.772 -4.369 0.11 -0.01 -0.07
H 0.826 -4.459 -5.319 0.02 -0.06 0.00
H 2.336 -4.668 -4.379 -0.01 -0.06 -0.17
H 1.483 -3.130 -4.345 -0.08 0.00 0.01
H 0.906 -6.995 -1.256 0.03 -0.17 0.01
H 2.047 -6.229 -2.079 0.11 -0.11 -0.06
C -9.275 4.381 0.268 -0.15 -0.04 0.14
C -8.571 3.292 -0.535 0.09 0.37 -0.06
C -7.211 2.873 0.048 -0.05 -0.25 -0.08
O -6.152 3.793 -0.176 0.05 -0.17 0.23
C -6.138 4.908 0.708 0.18 0.11 -0.21
N -8.459 3.728 -1.930 0.28 -0.25 0.08
H -8.863 5.371 0.077 0.07 -0.03 -0.03
H -10.329 4.421 -0.003 0.03 0.00 -0.05
H -9.215 4.184 1.341 0.01 0.02 -0.01
H -9.211 2.405 -0.510 0.09 -0.06 0.00
H -6.903 1.950 -0.456 0.03 0.05 -0.07
H -7.291 2.636 1.118 -0.05 0.13 0.04
H -6.473 4.634 1.711 -0.08 -0.01 -0.02
H -6.749 5.720 0.315 -0.08 0.02 0.14
H -5.111 5.270 0.768 0.01 -0.06 -0.02
H -8.094 2.964 -2.492 -0.17 0.00 -0.06
H -7.729 4.435 -1.976 -0.15 0.10 -0.02
C 5.752 3.433 5.328 0.00 -0.10 0.20
C 5.517 2.516 4.131 0.07 0.39 -0.01
C 6.742 2.360 3.216 -0.05 -0.27 -0.10
O 7.005 3.470 2.378 0.07 -0.01 0.16
C 7.675 4.550 3.004 -0.10 0.07 -0.23
N 4.344 2.990 3.390 -0.03 -0.18 -0.07
H 5.715 4.487 5.057 0.03 -0.02 -0.09
H 4.979 3.273 6.081 -0.02 0.01 -0.05
H 6.718 3.233 5.796 0.00 0.02 -0.02
H 5.287 1.522 4.527 0.05 -0.05 -0.09
H 6.548 1.527 2.535 -0.02 0.07 -0.06
H 7.639 2.094 3.791 -0.02 0.10 0.09
H 8.395 4.203 3.751 -0.04 -0.01 0.05
H 6.962 5.239 3.462 0.09 0.01 0.15
H 8.213 5.098 2.231 0.01 -0.07 -0.03
H 4.126 2.319 2.658 0.01 0.02 0.00
H 4.626 3.821 2.876 -0.04 0.03 0.07
```
Forces are in eV/Å.

Calculated values
Molar mass, g mol⁻¹: 531.7
HOMO level, eV: -10.4
Gap between HOMO and LUMO, eV: 6.65
E_tot, eV: -61914.7621
Charge: +1
LUMO, eV: -3.782

Want to see where the charge sits? The Mulliken charges in e are: -1.80 0.22 -1.21 -0.27 0.27 -0.16 0.35 -0.34 -0.33 2.12 -2.67 -1.63 -0.28 0.36 -0.43 -0.49 0.46 0.33 0.53 0.60 0.52 0.21 0.38 0.34 0.12 0.05 0.34 0.73 0.27 0.48 0.19 0.66 0.32 0.32 0.36 -1.39 0.29 -0.81 -0.21 -0.77 -0.69 0.29 0.35 0.35 0.42 0.32 0.44 0.35 0.28 0.23 0.26 0.31 -1.41 0.27 -0.67 -0.31 -0.76 -0.70 0.29 0.35 0.35 0.41 0.33 0.45 0.36 0.23 0.26 0.26 0.31 -1.50 0.42 -0.61 -0.37 -0.70 -0.71 0.29 0.37 0.35 0.37 0.29 0.44 0.32 0.25 0.25 0.22 0.34

No. 3
# C4H10N2O

The ion C4H10N2O with charge +1 in a non-equilibrium geometry (ωB97M-V/def2-TZVPD, the Open Molecules 2025 dataset).

Structure (XYZ):
```
17
Properties=species:S:1:pos:R:3:forces:R:3
N -0.404 0.491 -1.339 0.86 -1.21 0.47
C -0.200 -0.423 -0.264 0.36 0.45 -0.10
C 0.595 0.259 0.882 0.36 1.86 0.94
C 2.044 0.694 0.485 -0.90 -0.13 0.73
O 2.313 1.854 0.444 0.21 0.07 -0.37
C -1.554 -0.827 0.388 0.40 -1.31 -0.11
N -2.194 -1.813 -0.421 -0.29 1.42 0.69
H 0.445 0.529 -1.890 -0.39 0.38 -0.64
H -0.847 1.382 -1.176 -0.13 0.19 0.16
H 0.406 -1.242 -0.656 -0.46 -0.33 0.05
H 0.724 -0.072 1.927 -0.31 -1.46 -0.64
H -0.034 1.133 1.117 0.64 0.37 -0.42
H 2.807 -0.112 0.418 -0.20 0.16 -0.23
H -1.318 -1.312 1.336 -0.28 0.19 0.17
H -2.111 0.096 0.587 -0.05 0.07 -0.22
H -2.447 -1.525 -1.356 0.09 -0.06 -0.28
H -2.949 -2.256 0.087 0.09 -0.67 -0.20
```
Forces are in eV/Å.

Calculated values
Molar mass, g mol⁻¹: 102.1
Spin multiplicity: 2
HOMO level (spin up / spin down), eV: -14.2 / -13.8
Relative energy (zero: lowest compared OMol25 entry of this formula, charge and spin), kcal per mole: 46.0
Gap between HOMO and LUMO (spin up / spin down), eV: 11.05 / 5.01
E_tot, eV: -9327.9337
Charge: +1
LUMO (spin up / spin down), eV: -3.119 / -8.741

Want to see where the charge sits? The Mulliken charges in e are: -0.38 -0.11 -0.61 -0.12 -0.36 -0.73 -0.34 0.30 0.28 0.52 0.49 0.38 0.35 0.42 0.36 0.27 0.29

No. 4
# C17H44F3IN4O8Si2

A structure of composition C17H44F3IN4O8Si2 in a non-equilibrium geometry (ωB97M-V/def2-TZVPD, the Open Molecules 2025 dataset).

Structure (XYZ):
```
79
Properties=species:S:1:pos:R:3:forces:R:3
O -1.168 -0.070 -0.713 -4.22 0.32 -0.10
N -2.273 0.379 -1.064 5.16 -1.79 1.49
O -1.985 1.445 -1.839 -0.91 0.38 -3.47
Si -2.128 1.007 -3.571 0.92 -1.40 0.88
I -0.781 2.629 -4.867 -0.53 -0.81 0.67
O -1.668 -0.693 -3.821 -2.59 2.17 -0.22
Si -2.972 -1.591 -4.607 0.63 0.49 0.57
C -4.661 -1.529 -3.686 -1.64 0.04 0.98
C -5.079 -2.922 -2.914 -0.94 0.17 -0.07
C -3.986 -3.408 -1.787 0.24 -0.25 -0.62
O -4.564 -3.727 -0.466 -0.89 0.38 -1.54
C -2.473 -3.450 -4.856 -1.19 -0.85 1.50
O -1.789 -3.728 -6.130 4.73 -0.64 1.81
C -0.342 -3.934 -5.957 0.45 -0.18 -2.64
F 0.402 -2.657 -5.642 -2.57 -4.65 -0.48
F 0.177 -4.341 -7.316 -1.79 1.39 4.83
F 0.019 -5.055 -5.045 -1.17 4.22 -2.67
H -3.573 1.169 -3.871 0.41 -0.03 -0.12
H -3.188 -0.913 -5.912 0.14 -0.20 0.06
H -5.489 -1.271 -4.506 1.74 -0.63 1.70
H -4.754 -0.667 -2.879 0.40 -1.68 -1.67
H -6.131 -2.734 -2.382 2.29 -0.36 -1.02
H -5.308 -3.765 -3.729 0.68 1.71 1.91
H -3.142 -2.592 -1.583 -1.88 -1.60 -0.57
H -3.462 -4.380 -2.225 -0.98 1.94 1.11
H -5.566 -3.724 -0.483 1.89 0.05 -0.37
H -3.477 -4.095 -4.875 2.26 1.33 -0.07
H -1.893 -3.795 -3.899 -0.80 0.38 -1.97
C 0.170 4.709 1.714 -0.15 0.14 0.24
C 0.107 3.206 1.446 0.35 0.29 -0.30
C 1.433 2.471 1.747 -0.18 -0.31 -0.24
O 2.442 2.645 0.748 -0.12 0.13 0.61
C 3.184 3.849 0.868 0.02 -0.21 -0.41
N -0.328 2.988 0.058 0.29 -0.29 0.16
H 0.721 5.252 0.943 0.00 -0.13 0.00
H -0.840 5.132 1.740 0.15 -0.11 -0.05
H 0.640 4.914 2.681 -0.04 0.02 -0.06
H -0.657 2.792 2.114 0.13 -0.09 -0.07
H 1.223 1.394 1.766 0.08 0.13 -0.13
H 1.821 2.728 2.740 0.05 0.18 -0.02
H 3.333 4.141 1.912 -0.10 0.01 0.01
H 2.690 4.649 0.314 0.06 0.18 0.17
H 4.165 3.690 0.410 -0.12 -0.09 0.07
H -0.460 1.986 -0.088 0.02 0.31 0.01
H 0.466 3.216 -0.548 -0.29 0.01 0.16
C 3.934 -7.285 -2.081 0.30 0.10 -0.02
C 2.699 -6.530 -2.571 -0.09 -0.43 0.17
C 1.653 -6.277 -1.463 -0.26 0.04 -0.31
O 0.865 -7.423 -1.126 0.41 0.43 0.21
C 1.487 -8.314 -0.212 -0.33 -0.19 -0.20
N 2.117 -7.258 -3.709 -0.39 0.10 0.19
H 3.744 -8.349 -1.928 -0.08 0.10 -0.01
H 4.742 -7.209 -2.817 -0.19 -0.02 0.08
H 4.303 -6.863 -1.140 -0.04 -0.06 -0.07
H 3.042 -5.552 -2.929 -0.17 -0.04 0.04
H 0.940 -5.532 -1.838 0.01 -0.18 0.02
H 2.110 -5.842 -0.567 0.09 -0.14 0.06
H 2.106 -7.789 0.521 0.05 0.02 -0.09
H 2.080 -9.052 -0.756 0.18 -0.01 0.17
H 0.701 -8.854 0.322 0.02 0.15 -0.08
H 1.351 -6.703 -4.092 0.26 -0.09 -0.04
H 1.647 -8.086 -3.330 0.24 0.20 -0.13
C 1.775 8.292 7.530 0.06 0.13 0.28
C 0.473 7.590 7.148 0.33 0.03 -0.35
C 0.675 6.133 6.676 -0.38 0.04 -0.17
O 1.174 6.012 5.340 0.10 -0.13 0.60
C 2.583 6.150 5.227 -0.19 0.06 -0.36
N -0.223 8.395 6.134 -0.08 -0.38 -0.17
H 2.365 8.588 6.659 -0.10 -0.08 0.01
H 1.562 9.206 8.095 -0.02 -0.15 -0.14
H 2.396 7.649 8.162 -0.04 0.05 -0.08
H -0.152 7.559 8.050 -0.02 -0.10 -0.14
H -0.307 5.644 6.666 0.13 0.08 -0.13
H 1.296 5.563 7.376 0.16 0.08 -0.03
H 3.110 5.738 6.092 -0.05 0.07 0.04
H 2.844 7.201 5.084 0.21 -0.02 0.13
H 2.906 5.607 4.334 -0.12 -0.01 0.09
H -1.135 7.973 5.952 0.11 0.18 0.09
H 0.280 8.270 5.250 -0.11 0.13 0.30
```
Forces are in eV/Å.

Calculated values
Molar mass, g mol⁻¹: 672.6
HOMO level, eV: -9.0
Gap between HOMO and LUMO, eV: 8.08
E_tot, eV: -72686.5793
LUMO, eV: -0.908

Want to see where the charge sits? The Mulliken charges in e are: -0.31 0.22 -0.13 0.29 -0.09 -0.13 0.35 -0.59 -0.81 0.24 -0.55 -0.08 -0.31 0.75 -0.22 -0.26 -0.24 -0.08 -0.16 0.32 0.32 0.42 0.25 0.05 0.08 0.32 0.15 0.11 -1.41 0.36 -0.68 -0.39 -0.51 -0.48 0.25 0.39 0.26 0.41 0.35 0.42 0.14 0.23 0.27 0.15 0.29 -1.45 0.40 -0.59 -0.38 -0.66 -0.70 0.28 0.36 0.35 0.38 0.27 0.40 0.30 0.23 0.25 0.23 0.35 -1.37 0.36 -0.76 -0.26 -0.39 -0.74 0.27 0.34 0.34 0.40 0.33 0.40 0.32 0.24 -0.07 0.27 0.32